*i*
Here is a molecular structure, C37H63N3O3PdSi from OMol25. Energies are from ωB97M-V/def2-TZVPD.

Calculated values
net charge = -2
2S+1 = 1
highest occupied orbital energy = -0.23 eV

```
108
C37H63N3O3PdSi (ωB97M-V/def2-TZVPD)
Pd -0.1785 -1.6386 -1.1266
C -4.9938 4.3792 -1.1731
C -3.4980 4.0809 -1.2706
C -2.7873 4.8420 -0.1410
C -2.9988 4.6229 -2.6188
C -3.1926 2.5873 -1.1573
C -1.8569 2.1615 -1.2656
C -1.5016 0.8262 -1.1351
N -0.2341 0.2935 -1.1996
C 1.0009 0.8826 -1.0665
C 1.2846 2.2127 -0.7667
C 2.6020 2.6833 -0.6505
C 3.6390 1.7920 -0.8480
C 3.4104 0.4247 -1.1114
C 2.0950 -0.0488 -1.1847
O 1.8234 -1.3373 -1.3362
C 4.5782 -0.5491 -1.3072
C 4.5558 -1.6386 -0.2226
C 5.9371 0.1486 -1.2314
C 4.4767 -1.2138 -2.6896
C 2.8210 4.1594 -0.3160
C 2.1563 5.0410 -1.3848
C 2.1975 4.4860 1.0493
C 4.3030 4.5301 -0.2542
C -2.5348 -0.1751 -0.9608
O -2.1831 -1.4438 -0.9573
C -3.8616 0.2530 -0.8165
C -4.1547 1.6330 -0.9140
C -5.0588 -0.6811 -0.5590
C -5.7471 -0.2689 0.7534
C -4.7200 -2.1717 -0.4345
C -6.0703 -0.5434 -1.7091
H -5.1634 5.4537 -1.2958
H -5.3970 4.0806 -0.2028
H -5.5539 3.8536 -1.9499
H -2.9709 5.9203 -0.2176
H -1.7096 4.6735 -0.1759
H -3.1444 4.4937 0.8309
H -3.2195 5.6926 -2.7109
H -3.4836 4.0934 -3.4423
H -1.9221 4.4885 -2.7284
H -1.0964 2.8884 -1.5024
H 0.4725 2.8935 -0.5701
H 4.6581 2.1427 -0.7782
H 4.6290 -1.1848 0.7705
H 5.4049 -2.3206 -0.3542
H 3.6298 -2.2075 -0.2790
H 6.1182 0.5786 -0.2424
H 6.0266 0.9460 -1.9735
H 6.7239 -0.5862 -1.4293
H 3.5160 -1.7142 -2.7978
H 5.2774 -1.9522 -2.8168
H 4.5725 -0.4597 -3.4766
H 1.0781 4.8761 -1.4166
H 2.5563 4.8024 -2.3728
H 2.3344 6.1031 -1.1800
H 1.1335 4.2467 1.0657
H 2.3143 5.5500 1.2863
H 2.6804 3.8987 1.8340
H 4.8027 4.3306 -1.2047
H 4.8209 3.9682 0.5261
H 4.4058 5.5971 -0.0323
H -5.1875 1.9399 -0.8014
H -5.0432 -0.3539 1.5847
H -6.6030 -0.9228 0.9565
H -6.1043 0.7624 0.7224
H -3.9945 -2.3607 0.3540
H -4.2850 -2.5666 -1.3499
H -5.6483 -2.7151 -0.2130
H -6.4328 0.4811 -1.8150
H -6.9333 -1.1975 -1.5373
H -5.6010 -0.8326 -2.6517
C -1.5971 -3.0165 4.3238
C -1.0741 -1.6169 4.6447
N 0.2267 -1.3355 4.0734
C 1.3591 -1.2922 4.9697
C 1.8202 -2.6623 5.4642
C 0.3532 -1.2346 2.6820
C 1.7453 -1.2627 2.1023
N -0.6118 -1.1346 1.8652
H -2.6125 -3.1477 4.7053
H -0.9563 -3.7795 4.7700
H -1.6118 -3.1783 3.2461
H -0.9844 -1.4890 5.7267
H -1.7996 -0.8681 4.3071
H 1.0910 -0.6722 5.8340
H 2.1805 -0.7830 4.4710
H 1.0516 -3.1362 6.0792
H 2.7274 -2.5699 6.0677
H 2.0297 -3.3217 4.6203
H 2.4164 -1.9372 2.6368
H 2.1826 -0.2599 2.0939
H 1.6631 -1.5811 1.0630
H -1.5307 -1.0816 2.2950
C 1.1682 -6.1849 -0.1933
Si 0.6492 -4.9318 -1.5190
C 2.2105 -4.5233 -2.4966
C -0.4274 -5.9544 -2.6979
O -0.0749 -3.6790 -0.8893
H 1.6780 -7.0509 -0.6314
H 0.2841 -6.5448 0.3433
H 1.8386 -5.7260 0.5394
H 2.5892 -5.3808 -3.0640
H 3.0026 -4.1660 -1.8322
H 1.9946 -3.7075 -3.1928
H 0.1264 -6.8255 -3.0668
H -0.7504 -5.3633 -3.5598
H -1.3270 -6.3119 -2.1870
```



*ii*
Here is a molecular structure, C37H63N3O3PdSi from OMol25. Energies are from ωB97M-V/def2-TZVPD.

Calculated values
net charge = -2
2S+1 = 1
highest occupied orbital energy = -0.40 eV

```
108
C37H63N3O3PdSi (ωB97M-V/def2-TZVPD)
Pd 0.6551 -0.0784 -0.7979
C -2.2023 -3.9045 4.4368
C -0.7296 -4.2172 4.1316
C -0.5304 -5.7285 4.2614
C 0.1478 -3.5353 5.1932
C -0.3655 -3.6989 2.7374
C -0.4673 -2.3221 2.4773
C -0.2130 -1.7981 1.2133
N -0.3400 -0.4814 0.8112
C -0.7987 0.6028 1.5295
C -1.6528 0.5565 2.6298
C -2.0225 1.7175 3.3151
C -1.5921 2.9334 2.8073
C -0.8213 3.0363 1.6347
C -0.3897 1.8587 0.9935
O 0.3705 1.8629 -0.0993
C -0.5355 4.4085 1.0128
C -1.3310 4.4987 -0.2971
C -0.9802 5.5739 1.8995
C 0.9678 4.5873 0.7384
C -2.8894 1.6687 4.5778
C -3.0849 0.2379 5.0839
C -2.2276 2.4724 5.7068
C -4.2718 2.2718 4.2856
C 0.3092 -2.6522 0.1891
O 0.7117 -2.0975 -0.9553
C 0.4012 -4.0287 0.4370
C 0.0351 -4.5276 1.7063
C 0.9401 -4.9665 -0.6478
C 0.0241 -4.8954 -1.8808
C 0.9976 -6.4253 -0.1957
C 2.3678 -4.5430 -1.0306
H -2.4665 -4.2216 5.4536
H -2.8534 -4.4245 3.7284
H -2.4013 -2.8333 4.3485
H -0.8258 -6.0529 5.2649
H 0.5162 -6.0069 4.1046
H -1.1397 -6.2741 3.5357
H -0.0786 -3.9276 6.1923
H -0.0132 -2.4546 5.2081
H 1.2056 -3.7102 4.9783
H -0.7073 -1.6428 3.2852
H -2.0642 -0.3981 2.9189
H -1.8749 3.8429 3.3230
H -2.4031 4.4997 -0.0770
H -1.1260 3.6379 -0.9288
H -1.0868 5.4173 -0.8463
H -2.0586 5.5631 2.0819
H -0.7345 6.5136 1.3933
H -0.4653 5.5650 2.8655
H 1.3513 3.7510 0.1556
H 1.5160 4.6248 1.6865
H 1.1484 5.5258 0.1973
H -2.1234 -0.2501 5.2700
H -3.6388 -0.3734 4.3664
H -3.6513 0.2523 6.0211
H -1.2336 2.0694 5.9236
H -2.8330 2.4210 6.6213
H -2.1076 3.5236 5.4360
H -4.7438 1.7441 3.4516
H -4.1826 3.3251 4.0044
H -4.9291 2.1988 5.1624
H 0.0845 -5.5945 1.8738
H -0.9802 -5.2484 -1.6212
H 0.4157 -5.5227 -2.6917
H -0.0565 -3.8690 -2.2318
H 0.0056 -6.8131 0.0584
H 1.6520 -6.5559 0.6717
H 1.3975 -7.0316 -1.0152
H 2.3741 -3.5199 -1.3962
H 2.7704 -5.2060 -1.8073
H 3.0222 -4.5972 -0.1546
C 2.0170 3.9255 -6.0745
C 0.5412 3.7339 -5.7294
N 0.2780 3.2563 -4.3879
C 0.8486 4.0309 -3.2948
C 2.1495 3.4679 -2.7342
C -0.4611 2.1097 -4.0979
C -0.9834 1.3160 -5.2769
N -0.7628 1.6837 -2.9370
H 2.1181 4.1559 -7.1402
H 2.5854 3.0207 -5.8585
H 2.4577 4.7489 -5.5075
H 0.1112 3.0394 -6.4418
H 0.0269 4.6956 -5.8752
H 0.1114 4.0954 -2.4965
H 0.9934 5.0506 -3.6656
H 2.0264 2.4221 -2.4389
H 2.4589 4.0456 -1.8577
H 2.9501 3.5056 -3.4798
H -1.6117 1.9162 -5.9397
H -1.5691 0.4989 -4.8638
H -0.1634 0.8890 -5.8650
H -0.3627 2.1957 -2.1540
C 1.3406 -1.9119 -4.3175
Si 2.5223 -0.6825 -3.5417
C 3.1038 0.3589 -5.0203
C 4.0622 -1.6884 -3.0667
O 1.9570 0.2505 -2.3860
H 1.8199 -2.4335 -5.1554
H 0.4301 -1.4200 -4.6825
H 1.0351 -2.6508 -3.5714
H 3.6717 -0.2539 -5.7332
H 3.7442 1.1870 -4.6893
H 2.2447 0.7874 -5.5540
H 4.8825 -1.5233 -3.7757
H 3.8538 -2.7631 -3.0375
H 4.4094 -1.3940 -2.0693
```



Relative energies, unit kJ/mol: *i* 36.7; *ii* 0.0



*i*
Here is CH3N3S in the gas phase from OMol25. Energies are from ωB97M-V/def2-TZVPD.

Calculated values
net charge = 0
SMILES = C1N=NNS1
2S+1 = 1
highest occupied orbital energy = -8.33 eV

```
8
CH3N3S (ωB97M-V/def2-TZVPD)
C -0.0528 -0.1206 1.0788
N 1.0454 0.4973 0.3448
N 0.8813 0.5078 -0.8722
N -0.2090 0.0538 -1.3464
S -1.3157 -0.5943 -0.1998
H 0.2850 -0.8339 1.7132
H -0.4282 0.6454 1.6309
H -0.2060 -0.1555 -2.3493
```



*ii*
Here is 2 unconnected molecules or ions with the total composition CH3N3S from OMol25. Energies are from ωB97M-V/def2-TZVPD.

Calculated values
net charge = 0
2S+1 = 1
highest occupied orbital energy = -8.93 eV

```
8
CH3N3S (ωB97M-V/def2-TZVPD)
C 2.2240 0.0933 -0.5418
N -2.2674 0.0483 0.0587
N -2.5941 0.6822 -0.8047
N -1.8488 -0.7579 0.8226
S 1.6391 1.2622 0.3918
H 1.5664 -0.6345 -1.0006
H 3.2855 -0.0022 -0.7380
H -2.0045 -0.6915 1.8121
```



Relative energies, unit kJ/mol: *i* 0.0; *ii* 47.5



*i*
Here is a molecular structure, C6H8BrF from OMol25. Energies are from ωB97M-V/def2-TZVPD.

Calculated values
net charge = 0
2S+1 = 1
highest occupied orbital energy = -9.50 eV

```
16
C6H8BrF (ωB97M-V/def2-TZVPD)
C -0.6425 -0.6450 -0.0915
C -0.3400 0.1817 0.7426
C -0.1211 -1.7213 -2.3735
C 0.4297 2.3810 1.6957
C -1.1048 -1.4740 -1.2606
C 0.3094 0.8685 1.8346
F 0.0291 0.4405 3.0429
Br 2.7178 0.4168 1.8066
H -0.3637 -2.3985 -3.0818
H 0.9374 -1.7955 -2.0012
H -0.0707 -0.7608 -2.9506
H 1.2460 2.7215 2.2489
H -0.4951 2.7896 2.2098
H 0.6131 2.5304 0.5994
H -2.0310 -1.1323 -1.7782
H -1.1136 -2.4026 -0.6433
```



*ii*
Here is C6H8BrF in the gas phase from OMol25. Energies are from ωB97M-V/def2-TZVPD.

Calculated values
net charge = 0
SMILES = CCC#C[C@@](C)(F)Br
2S+1 = 1
highest occupied orbital energy = -10.14 eV

```
16
C6H8BrF (ωB97M-V/def2-TZVPD)
C -0.6980 -1.4373 1.9543
C -1.1830 -0.8874 0.7129
C -0.3887 0.2529 0.2177
C 0.4808 1.0740 0.0567
C 1.4343 2.0000 -0.4676
C 1.1563 2.1249 -1.9643
F 1.3301 3.2169 0.1864
Br 3.4252 1.4800 -0.3084
H -0.9831 -0.5927 2.7042
H 0.4810 -1.4958 1.9364
H -0.9930 -2.4130 2.4518
H -1.3107 -1.4698 -0.1637
H -2.1270 -0.4124 0.9851
H 1.7548 3.0110 -2.4873
H -0.0154 2.3880 -1.9845
H 1.3508 1.1108 -2.5912
```



Relative energies, unit kJ/mol: *i* 21.4; *ii* 0.0



*i*
Here is C2H3NS2 in the gas phase from OMol25. Energies are from ωB97M-V/def2-TZVPD.

Calculated values
net charge = 0
SMILES = N=C=CSS
2S+1 = 1
highest occupied orbital energy = -8.39 eV

```
8
C2H3NS2 (ωB97M-V/def2-TZVPD)
N -1.9515 1.2059 -1.4849
C -1.2104 0.7539 -0.6452
C -0.3457 0.0257 0.1087
S 1.4301 -0.6708 -0.3757
S 2.4635 -1.9679 0.9883
H -2.3127 2.1332 -1.3592
H -0.8133 -0.5372 0.8229
H 2.7400 -0.9428 1.9450
```



*ii*
Here is C2H3NS2 in the gas phase from OMol25. Energies are from ωB97M-V/def2-TZVPD.

Calculated values
net charge = 0
SMILES = C1=NSCS1
2S+1 = 1
highest occupied orbital energy = -8.38 eV

```
8
C2H3NS2 (ωB97M-V/def2-TZVPD)
C -1.1498 -0.6290 -0.4023
N -0.3473 -1.5551 0.0520
S 1.2109 -1.0679 0.0851
C 0.9058 0.6720 0.3178
S -0.6975 1.1177 -0.5668
H -2.1745 -0.8706 -0.6915
H 0.7203 0.9294 1.3196
H 1.5321 1.4035 -0.1139
```



Relative energies, unit kJ/mol: *i* 151.2; *ii* 0.0